one.
An isolated molecule of C4H4O2S, computed with ωB97M-V/def2-TZVPD.

Last column: Löwdin charge in e.
Atoms and positions in Å:
C -0.241 1.292 0.343  -0.0594
C 0.286 0.516 -0.641  -0.1815
C -0.825 0.768 1.562  -0.2757
C 0.412 -0.886 -0.602  -0.3550
O 1.006 -3.100 -1.765  -0.5390
O -0.967 -0.405 1.833  0.0308
S 0.942 -1.660 -1.972  0.9823
H -0.253 2.365 0.227  0.0979
H 0.655 0.993 -1.541  0.1011
H -1.161 1.555 2.270  0.1172
H 0.145 -1.438 0.288  0.0814

Computed properties:
E_HOMO (alpha / beta) (Ha): -0.3353 / -0.3353
Net charge: 0
Lowest unoccupied orbital energy (alpha / beta) (eV): -1.572 / -1.574

two.
A cluster of 2 separate species, C4H4O2S in total, computed with ωB97M-V/def2-TZVPD.

Last column: Löwdin charge in e.
Atoms and positions in Å:
C 2.253 -1.509 1.503  0.0614
C 1.276 -0.933 1.165  -0.2294
C -1.685 0.691 -1.631  -0.0308
C -0.394 0.595 -1.557  0.0713
O 0.336 1.391 1.705  -0.3849
O -1.343 -0.444 1.247  -0.3894
S -0.082 0.205 0.939  0.6732
H 3.232 -2.004 1.729  0.0694
H -2.015 0.825 -2.592  0.0445
H -2.127 0.792 -0.601  0.0859
H 0.550 0.392 -1.908  0.0288

Computed properties:
E_HOMO (alpha / beta) (Ha): -0.3468 / -0.3467
Net charge: 0
Lowest unoccupied orbital energy (alpha / beta) (eV): -0.827 / -0.830

Question: of the structures shown, which is the least stable? Reply: two.